(1)
The following is a quantum chemistry calculation of 7 unconnected molecules or ions with the total composition C22H63N5O7 in a non-equilibrium geometry, from the OMol25 dataset.

Geometry as XYZ:
```
97
Properties=species:S:1:pos:R:3:forces:R:3:lowdin_charge:R:1
C -1.77671 5.24171 0.60396 -0.88 -0.11 -0.17 -0.063
C -0.48438 4.99696 -0.20278 -1.81 1.91 0.74 -0.409
C -0.51849 5.91555 -1.44415 0.51 0.20 -0.23 -0.187
O -0.58145 7.29463 -1.03107 -0.33 -2.28 0.88 -0.198
C -0.62319 8.16089 -2.08411 -0.28 1.93 -0.04 -0.154
N 0.60566 5.39668 0.64564 1.46 -0.89 0.18 0.034
H -2.67131 4.88222 0.09548 0.04 -0.16 -0.37 0.074
H -1.97420 6.30277 0.75645 0.36 0.10 0.00 0.073
H -1.83589 4.76761 1.58367 0.58 -0.13 -0.05 0.065
H -0.43267 3.93127 -0.42579 0.30 0.10 -0.32 0.127
H -1.29671 5.69829 -2.17577 -0.60 -0.04 0.20 0.116
H 0.40231 5.81952 -2.01948 0.46 -0.27 -0.02 0.115
H -0.82978 9.12413 -1.61764 0.16 0.29 -0.13 0.091
H -1.46721 8.02659 -2.76065 0.06 -0.52 -0.35 0.090
H 0.33334 8.26265 -2.59673 0.07 -0.27 -0.39 0.091
H 1.44612 5.19053 0.12484 0.51 -0.12 0.21 0.069
H 0.67336 6.38778 0.82795 -0.63 0.18 -0.11 0.075
C -1.36653 -4.69857 -2.21525 -0.80 0.19 -0.14 -0.067
C -2.20466 -5.15417 -0.95891 1.01 -0.01 -1.27 -0.385
C -3.46168 -4.29019 -0.69004 0.80 -0.19 -1.29 -0.197
O -3.01936 -2.95300 -0.51519 -0.07 0.59 1.01 -0.213
C -4.04412 -1.97986 -0.25875 -0.60 -0.96 -1.02 -0.086
N -2.55627 -6.57899 -1.16763 -0.22 0.77 1.11 0.021
H -1.17818 -3.63193 -2.33732 -0.34 0.15 0.31 0.045
H -1.91196 -5.05348 -3.08968 -0.18 0.24 -0.23 0.070
H -0.38352 -5.15461 -2.33278 0.03 -0.37 0.63 0.067
H -1.50575 -5.06076 -0.12771 -0.35 -0.18 0.43 0.129
H -4.09151 -4.75560 0.06813 0.27 0.41 0.73 0.126
H -4.08210 -4.31049 -1.58602 -0.21 -0.08 -0.44 0.118
H -3.72986 -0.94159 -0.36523 0.81 -0.26 0.44 0.078
H -4.58142 -2.14713 0.67475 0.28 0.03 0.24 0.091
H -4.77713 -2.07105 -1.06030 -0.42 -0.16 -0.13 0.081
H -3.30972 -6.66864 -1.83425 0.10 -0.04 -0.22 0.064
H -1.74106 -7.07990 -1.49107 -0.12 -0.08 -0.12 0.064
C -2.15296 1.37185 5.01836 -0.14 0.01 0.74 -0.072
C -1.75324 0.72888 3.73691 1.60 0.34 1.17 -0.491
C -2.30056 -0.68801 3.57328 -0.43 0.47 -0.55 -0.191
O -1.73640 -1.72707 4.33279 0.23 -0.71 -0.17 -0.169
C -0.39553 -2.07854 3.95170 -0.66 0.99 0.01 -0.079
N -2.14425 1.66070 2.70965 -0.68 -0.60 -1.07 0.059
H -1.75259 0.87044 5.89950 -0.39 -0.30 0.07 0.084
H -3.24099 1.41458 4.96881 -0.07 0.32 0.68 0.084
H -1.70115 2.36355 5.04042 -0.36 0.24 0.03 0.079
H -0.66606 0.79962 3.77060 0.44 -1.13 -0.05 0.104
H -2.28932 -0.94168 2.51326 0.15 -0.17 -0.33 0.099
H -3.35405 -0.64324 3.84941 -0.13 -0.11 0.11 0.131
H -0.13302 -3.11097 4.18251 -0.28 0.20 0.85 0.090
H 0.18274 -1.29184 4.43627 0.96 -0.61 -0.14 0.090
H -0.23912 -2.05360 2.87327 -0.25 0.41 -0.30 0.065
H -1.47352 2.41429 2.75785 -0.11 0.37 -0.07 0.069
H -1.92100 1.19206 1.84325 -0.11 0.29 -0.67 0.028
C 5.31595 -1.35933 3.60022 -0.93 -1.13 -0.01 -0.040
C 4.21412 -2.25520 2.90461 0.81 2.04 0.47 -0.422
C 3.21493 -1.33399 2.22391 -1.56 0.79 -0.03 -0.202
O 2.73138 -0.20801 3.01572 0.18 -0.31 -0.49 -0.184
C 1.62073 0.40299 2.32931 0.44 -0.80 -0.23 -0.102
N 4.88044 -3.02311 1.88320 0.08 -0.72 -0.59 0.023
H 5.79564 -0.69267 2.88359 -0.44 0.16 -0.09 0.080
H 6.13183 -1.97811 3.97381 -0.12 -0.21 0.24 0.064
H 4.85058 -0.82467 4.42827 0.25 0.19 -0.13 0.073
H 3.61116 -2.86726 3.57537 0.43 -0.04 0.65 0.132
H 2.30115 -1.87647 1.98134 -0.13 -0.62 -0.12 0.108
H 3.57406 -0.99783 1.25122 0.50 0.35 0.01 0.108
H 0.71723 -0.20413 2.38583 0.00 -0.17 0.27 0.039
H 1.84465 0.42386 1.26277 0.11 0.55 -0.18 0.076
H 1.36962 1.39197 2.71266 0.50 -0.06 0.10 0.096
H 4.26754 -3.73254 1.50748 -0.32 -0.01 -0.27 0.073
H 5.63289 -3.56980 2.27696 0.27 0.16 0.22 0.070
C 1.34056 -2.50607 -4.09318 -1.51 1.74 -0.59 -0.045
C 1.22892 -0.93856 -4.06222 3.17 -0.79 1.09 -0.388
C 2.12586 -0.51982 -2.85608 0.00 0.53 -0.38 -0.192
O 3.52744 -0.57375 -3.19355 -0.57 -1.18 0.00 -0.216
C 4.34323 -0.08120 -2.15685 0.07 1.56 -0.61 -0.102
N 1.90650 -0.35764 -5.21630 -1.28 0.21 -0.53 0.031
H 2.40442 -2.69312 -4.23919 -0.22 -0.49 0.29 0.084
H 0.74345 -2.82214 -4.94855 0.25 -0.44 -0.20 0.070
H 0.85106 -2.92521 -3.21408 0.52 -0.26 0.13 0.048
H 0.25017 -0.48104 -3.91795 -0.10 -0.48 -0.06 0.102
H 1.92252 -1.17302 -2.00750 -0.01 0.09 0.24 0.111
H 1.88902 0.51862 -2.62448 -0.01 0.19 0.38 0.117
H 4.43640 -0.67254 -1.24595 -0.47 -0.14 -0.01 0.082
H 3.97132 0.93428 -2.02053 -0.16 0.16 1.13 0.085
H 5.34744 0.15299 -2.51013 0.10 -0.73 -0.44 0.087
H 2.91142 -0.40812 -5.12862 -0.03 -0.20 0.05 0.063
H 1.59381 -0.88785 -6.01705 0.30 0.20 -0.41 0.065
C -0.77513 -0.70570 -0.12871 0.54 0.84 0.63 -0.123
O -0.99278 0.70701 0.11356 0.20 -1.29 -0.01 -0.139
H -0.98746 -1.07131 -1.13338 -0.68 0.22 0.04 0.066
H 0.27878 -0.95517 -0.00570 0.28 0.12 0.25 0.056
H -1.32527 -1.22033 0.65908 -0.10 -0.30 -0.47 0.055
H -1.05124 1.18428 -0.71734 0.04 0.22 -0.40 0.015
C -2.17696 0.83949 -3.01549 -0.04 0.95 -1.54 -0.108
O -1.50023 1.87634 -2.28489 -0.21 -0.82 0.39 -0.129
H -2.46876 -0.01652 -2.40703 0.17 0.48 0.29 0.074
H -3.02689 1.25861 -3.55405 -0.60 0.03 0.59 0.083
H -1.60809 0.49743 -3.88006 0.65 -0.32 0.32 0.065
H -1.18608 2.59312 -2.84090 -0.12 -0.22 -0.31 0.095
```
Positions in Å, forces in eV/Å.

Summary:
**SMILES string**: COC[C@H](C)N.COC[C@H](C)N.COC[C@H](C)N.COC[C@H](C)N.COC[C@H](C)N.CO.CO
**HOMO-LUMO gap**: 9.070 eV
**2S+1**: 1
**Energy relative to the best compared isomer or geometry (same formula, charge and spin)**: 2.2920 eV
**LUMO**: 0.31 eV

---

(2)
The following is a quantum chemistry calculation of a molecular structure, C20H45N2P3SSeSm in a non-equilibrium geometry, from the OMol25 dataset.

Geometry as XYZ:
```
73
Properties=species:S:1:pos:R:3:forces:R:3:lowdin_spin:R:1
Sm -1.16361 0.61975 -0.72271 3.48 0.23 2.93 5.089
P -1.93954 -1.90827 0.41445 -0.77 -0.82 0.34 -0.013
P 1.40129 -0.03925 1.17559 0.42 0.33 0.80 -0.011
P 0.80693 -0.80584 -2.21235 0.82 -0.36 -0.86 -0.012
H -3.53828 2.23044 -3.82040 0.39 -0.32 0.28 0.000
C -3.11053 1.22669 -3.69299 0.37 -0.73 1.48 -0.004
C -2.61813 0.77524 -2.48593 -2.80 1.49 -2.91 -0.009
H -2.80943 1.49718 -1.61208 -0.70 -0.71 -1.46 -0.001
C -3.33656 -1.71890 1.60322 -0.17 0.39 -0.06 -0.001
C -0.98532 -3.24770 1.20701 0.37 -0.01 -0.04 -0.003
C -2.76230 -2.77565 -0.99384 0.02 0.25 -0.04 0.000
C 2.81865 1.11812 1.39785 -0.05 0.10 -0.38 -0.002
C 0.55533 0.24242 2.77981 -0.01 -0.09 0.10 -0.001
C 2.31250 -1.59064 1.56184 -0.25 -0.28 -0.28 -0.002
C 0.53525 -0.73622 -4.02160 -0.06 -0.10 0.06 -0.001
C 1.14408 -2.57720 -1.93474 -0.20 -0.07 0.02 -0.002
C 2.49523 -0.10073 -2.14836 -0.06 0.27 0.11 -0.001
H -3.18336 0.59379 -4.58158 0.27 0.03 0.32 0.000
H -2.43696 -0.32464 -2.34883 -0.23 0.76 -0.21 0.000
H -3.86806 -0.77203 1.40782 0.10 -0.54 0.06 0.000
H -2.95838 -1.68738 2.63644 -0.06 -0.07 -0.32 0.000
H -4.03356 -2.56467 1.48866 0.29 0.28 0.16 0.000
H -0.56982 -2.91010 2.16307 -0.13 -0.02 -0.15 0.000
H -0.15443 -3.56148 0.56682 -0.16 0.00 0.09 0.000
H -1.63001 -4.11514 1.40050 0.04 0.25 -0.11 -0.001
H -3.21494 -2.05071 -1.69252 -0.03 -0.44 0.30 0.000
H -3.55416 -3.41009 -0.57389 0.21 0.04 -0.32 0.000
H -2.03911 -3.38369 -1.55263 -0.22 0.10 0.17 0.000
H 3.48068 0.73628 2.18861 -0.27 0.15 -0.18 0.000
H 2.45744 2.11700 1.66910 0.14 -0.17 -0.09 0.000
H 3.38987 1.19239 0.46387 -0.08 0.09 0.28 0.000
H 1.26006 0.07811 3.60600 -0.17 0.04 -0.14 0.000
H -0.28609 -0.45492 2.89259 0.08 0.17 0.06 0.000
H 0.18750 1.27673 2.81356 0.16 -0.46 0.06 0.000
H 2.88826 -1.42935 2.48371 -0.19 -0.03 -0.25 0.000
H 3.01520 -1.83631 0.75534 -0.15 -0.01 0.20 0.000
H 1.62160 -2.42851 1.71490 0.28 0.14 -0.08 0.000
H 1.43612 -1.17279 -4.47983 -0.42 0.16 -0.11 0.000
H 0.40763 0.30462 -4.35490 0.07 -0.28 0.05 0.000
H -0.34798 -1.32591 -4.29825 0.21 0.13 -0.07 0.000
H 1.80086 -2.92288 -2.74479 -0.14 -0.03 0.27 0.000
H 0.21179 -3.15287 -1.95095 0.24 0.02 -0.08 0.000
H 1.63616 -2.72975 -0.96796 -0.07 0.03 -0.21 0.000
H 3.03148 -0.44755 -3.04234 -0.02 0.08 0.31 0.000
H 3.02818 -0.41775 -1.24405 -0.11 0.05 -0.26 0.000
H 2.43763 0.99587 -2.15864 0.12 -0.25 -0.02 0.000
C 1.19039 3.56999 -2.93408 -0.93 -1.59 -1.73 0.000
C -0.14436 3.55354 -3.40912 0.10 -0.40 -0.19 0.000
C -0.37610 3.35712 -4.76630 0.47 0.37 0.18 0.000
C 0.68396 3.32634 -5.68915 -0.54 -0.07 0.43 -0.001
C 1.99008 3.30674 -5.22121 -0.14 -0.03 -0.51 0.000
C 2.24636 3.32662 -3.85889 -0.30 0.50 1.54 -0.001
Se 1.22984 3.42558 -0.92435 0.69 -0.30 0.17 -0.001
H 1.78888 4.48812 -1.89372 -0.22 0.40 0.50 -0.001
H -0.99514 3.54486 -2.70128 0.63 0.41 -0.49 0.000
H -1.39469 3.26137 -5.10198 -0.18 0.12 -0.22 0.000
H 0.45460 3.28642 -6.75079 0.18 -0.03 0.16 0.000
H 2.80424 3.25504 -5.94458 -0.10 -0.07 0.34 0.000
H 3.25697 3.18922 -3.48424 -0.05 0.24 -0.08 0.000
C -0.99175 3.91678 3.37808 0.72 0.16 0.43 0.000
N -1.22364 2.91800 2.31248 -1.87 -0.08 -0.35 -0.001
C -2.41957 2.23935 2.25734 1.23 0.60 1.30 -0.001
S -3.14570 1.82131 0.75646 -0.01 0.10 -0.29 -0.018
N -3.02880 1.90328 3.40401 0.30 -0.72 -1.38 -0.002
C -2.33083 1.60373 4.66669 -0.15 0.40 0.63 0.000
H -0.37708 3.47697 4.17124 -0.12 0.18 -0.11 0.000
H -1.92563 4.28514 3.81815 0.13 -0.16 -0.32 0.000
H -0.43774 4.77035 2.96238 -0.26 -0.36 0.03 0.000
H -0.86092 3.17590 1.39753 -0.25 0.12 0.28 0.001
H -3.89213 1.38047 3.24995 0.22 0.42 0.18 0.000
H -2.91484 0.83159 5.18509 0.20 0.32 -0.14 0.000
H -1.31556 1.22305 4.49327 -0.37 0.20 -0.05 0.000
H -2.29659 2.50753 5.29485 0.04 -0.51 -0.11 0.000
```
Positions in Å, forces in eV/Å.

Summary:
**Charge**: +3
**HOMO-LUMO gap (alpha / beta)**: 6.099 / 6.717 eV
**2S+1**: 6
**LUMO (alpha / beta)**: -10.39 / -9.78 eV

---

Q: The lowest 2S+1 belongs to which entry?
A: C22H63N5O7

---

Q: The lowest 2S+1 belongs to which entry?
A: C22H63N5O7